Entry 1:
Formula: C21H46As3CoN12OS
Source: the Open Molecules 2025 dataset
Level of theory: the ωB97M-V functional and the def2-TZVPD basis

The geometry in ORCA input format:
```
! RIJCOSX wB97M-V def2-TZVPD def2/J DEFGRID3
* xyz -1 2
Co 1.44 0.86 0.11
C -3.20 -1.64 3.32
As -2.47 -0.32 2.05
C -2.75 1.17 3.31
C -4.10 0.18 1.04
C -4.67 -0.80 -0.01
C -5.66 -0.03 -0.89
C -3.55 -1.40 -0.87
As -2.14 -0.21 -1.61
C -1.33 -1.67 -2.64
C -3.10 0.58 -3.13
C -5.40 -1.94 0.72
As -6.27 -3.30 -0.41
C -7.22 -4.14 1.10
C -4.81 -4.62 -0.46
H -2.57 -1.59 4.22
H -3.13 -2.66 2.93
H -4.23 -1.43 3.61
H -3.74 1.10 3.76
H -2.65 2.12 2.78
H -1.99 1.15 4.09
H -3.79 1.10 0.53
H -4.89 0.46 1.75
H -5.18 0.83 -1.36
H -6.50 0.34 -0.29
H -6.06 -0.67 -1.68
H -3.98 -1.97 -1.70
H -2.98 -2.11 -0.26
H -2.11 -2.23 -3.17
H -0.78 -2.34 -1.98
H -0.63 -1.27 -3.37
H -3.81 -0.13 -3.57
H -2.35 0.85 -3.87
H -3.62 1.49 -2.84
H -6.20 -1.52 1.35
H -4.71 -2.46 1.38
H -8.02 -3.49 1.44
H -6.53 -4.32 1.92
H -7.66 -5.09 0.79
H -4.09 -4.35 -1.23
H -5.23 -5.60 -0.69
H -4.30 -4.67 0.51
N 1.34 1.13 -3.22
C 1.82 -0.03 -2.67
N 2.32 -1.02 -3.39
N 2.66 -1.95 -2.48
N 2.39 -1.54 -1.28
N 1.83 -0.31 -1.38
C 0.65 2.09 -2.51
N -0.08 3.03 -3.08
N -0.52 3.78 -2.04
N -0.08 3.30 -0.93
N 0.69 2.21 -1.19
H 1.21 1.14 -4.22
N 2.92 -2.28 2.49
C 2.60 -1.11 1.88
O 1.46 -0.92 1.47
C 3.66 -0.04 1.82
C 3.41 0.94 0.67
H 2.27 -3.04 2.40
H 3.89 -2.50 2.64
H 4.64 -0.53 1.79
H 3.60 0.48 2.79
H 3.98 0.60 -0.20
H 3.80 1.93 0.94
C 3.58 4.02 3.25
N 2.37 3.62 2.55
C 2.26 4.17 1.20
C 1.54 2.67 2.99
S 0.40 1.91 2.02
N 1.67 2.36 4.35
C 1.17 1.06 4.79
C 1.29 3.42 5.27
H 4.42 3.97 2.55
H 3.78 3.35 4.08
H 3.51 5.04 3.62
H 2.39 5.25 1.25
H 1.29 3.94 0.76
H 3.03 3.74 0.57
H 1.31 0.32 4.00
H 0.11 1.08 5.04
H 1.74 0.76 5.67
H 1.65 4.39 4.93
H 1.71 3.22 6.26
H 0.19 3.47 5.37
*
```

E = -273429.9350 eV
ΔE to the lowest compared entry with this formula, charge and spin = 18.46 kcal/mol
Kohn-Sham gap (spin up / spin down) = 6.5 / 6.9 eV
HOMO level (spin up / spin down) = -4.169 / -4.613 eV


Entry 2:
Formula: C6H10
Source: the Open Molecules 2025 dataset
Level of theory: the ωB97M-V functional and the def2-TZVPD basis

The geometry in ORCA input format:
```
! RIJCOSX wB97M-V def2-TZVPD def2/J DEFGRID3
* xyz 0 1
C 1.17 1.31 -0.19
C 0.57 0.17 -0.40
C 0.97 -0.46 -1.67
C -0.51 -0.36 0.52
C -1.37 -1.24 -0.04
C -0.82 0.40 1.84
H 1.30 1.81 0.77
H 1.42 2.11 -1.03
H 1.94 -0.06 -1.97
H 1.16 -1.60 -1.74
H 0.24 -0.24 -2.49
H -2.20 -1.58 0.65
H -1.46 -1.30 -1.10
H -1.05 1.48 1.64
H -1.56 0.07 2.53
H 0.18 0.40 2.41
*
```

E = -6381.4575 eV
ΔE to the lowest compared entry with this formula, charge and spin = 55.39 kcal/mol
Kohn-Sham gap = 9.2 eV
HOMO level = -8.364 eV


Entry 3:
Formula: C11H44N23O14
Source: the Open Molecules 2025 dataset
Level of theory: the ωB97M-V functional and the def2-TZVPD basis

The geometry in ORCA input format:
```
! RIJCOSX wB97M-V def2-TZVPD def2/J DEFGRID3
* xyz -2 2
N 0.59 0.15 0.12
O -0.27 -0.08 0.97
O 0.85 -0.66 -0.78
O 1.21 1.18 0.31
C 3.48 3.79 1.95
O 3.72 4.77 2.65
N 4.37 3.19 1.22
N 2.27 3.30 1.74
H 5.31 3.57 1.18
H 4.08 2.44 0.60
H 1.94 2.56 1.14
H 1.55 3.58 2.39
C 2.00 -4.41 -1.14
O 2.67 -5.43 -0.95
N 2.31 -3.27 -0.62
N 0.92 -4.30 -1.79
H 1.80 -2.43 -0.84
H 3.14 -3.14 -0.05
H 0.43 -5.08 -2.20
H 0.35 -3.50 -1.54
C 2.44 -0.94 3.48
O 3.07 -1.41 4.37
N 1.45 -1.53 2.95
N 2.61 0.29 3.04
H 1.01 -2.35 3.33
H 1.00 -1.09 2.16
H 1.99 0.78 2.41
H 3.43 0.77 3.39
C -0.84 1.22 -4.22
O -1.24 0.79 -5.26
N -0.52 2.44 -4.06
N -0.88 0.61 -3.07
H -0.55 2.81 -3.12
H -0.72 3.02 -4.87
H -1.13 -0.37 -3.00
H -0.33 1.01 -2.32
C 4.41 0.86 -1.90
O 3.95 1.65 -2.70
N 4.01 0.72 -0.68
N 5.45 0.03 -2.02
H 4.33 -0.06 -0.13
H 3.07 1.05 -0.56
H 5.90 -0.22 -2.88
H 5.79 -0.46 -1.20
C -0.79 3.31 3.76
O -0.27 4.09 2.97
N -1.70 3.66 4.65
N -0.65 1.99 3.55
H -2.11 2.91 5.20
H -2.00 4.62 4.74
H -1.08 1.28 4.13
H -0.18 1.78 2.68
C -1.87 -2.68 -2.22
O -1.47 -2.07 -3.21
N -2.71 -3.66 -2.17
N -1.43 -2.40 -1.01
H -2.89 -3.97 -3.11
H -2.89 -4.23 -1.35
H -1.91 -2.91 -0.29
H -0.83 -1.64 -0.75
C -2.38 -1.36 4.20
O -1.98 -0.42 4.81
N -2.11 -1.59 2.98
N -3.10 -2.35 4.65
H -1.43 -1.00 2.52
H -2.56 -2.33 2.46
H -2.82 -3.16 4.13
H -3.27 -2.34 5.65
C 1.85 -2.36 -5.13
O 2.69 -2.68 -5.92
N 0.62 -2.61 -5.33
N 1.97 -1.68 -4.03
H -0.01 -2.06 -4.76
H 0.31 -3.15 -6.12
H 2.87 -1.24 -3.95
H 1.27 -1.82 -3.32
C -1.74 3.17 -0.93
O -0.61 3.43 -1.13
N -2.25 2.74 0.18
N -2.67 3.46 -1.75
H -1.54 2.44 0.84
H -3.16 2.30 0.14
H -3.64 3.46 -1.44
H -2.42 3.95 -2.60
C -4.91 0.46 1.52
O -4.81 1.31 2.38
N -6.01 0.15 0.97
N -3.91 -0.11 0.90
H -6.03 -0.56 0.25
H -6.79 0.69 1.30
H -4.08 -0.83 0.21
H -3.00 0.15 1.24
*
```

E = -75062.1209 eV
ΔE to the lowest compared entry with this formula, charge and spin = 0.00 kcal/mol
Kohn-Sham gap (spin up / spin down) = 1.8 / 6.2 eV
HOMO level (spin up / spin down) = 1.476 / -3.088 eV


Entry 4:
Formula: C24H30N5O2PdSi2
Source: the Open Molecules 2025 dataset
Level of theory: the ωB97M-V functional and the def2-TZVPD basis

The geometry in ORCA input format:
```
! RIJCOSX wB97M-V def2-TZVPD def2/J DEFGRID3
* xyz 1 1
Pd 0.73 0.27 0.05
O 2.93 3.84 0.19
C 2.42 2.78 -0.03
N 1.57 2.05 0.79
C 1.17 2.55 2.01
O 1.55 3.54 2.58
C 0.13 1.66 2.64
C -0.61 2.12 3.72
C -1.54 1.28 4.29
C -1.69 0.00 3.77
C -0.91 -0.38 2.70
N -0.02 0.44 2.14
C 2.66 2.07 -1.34
C 3.72 2.43 -2.15
C 3.87 1.79 -3.37
C 2.92 0.84 -3.75
C 1.90 0.54 -2.88
N 1.78 1.13 -1.69
H -0.43 3.13 4.07
H -2.14 1.60 5.13
H -2.39 -0.71 4.21
H -0.98 -1.38 2.28
H 4.40 3.20 -1.81
H 4.69 2.04 -4.03
H 2.99 0.34 -4.70
H 1.13 -0.18 -3.14
C -3.65 1.81 0.73
Si -2.51 1.56 -0.76
C -3.40 1.36 -2.41
C -1.36 3.03 -0.92
N -1.54 0.11 -0.47
C -1.93 -1.11 -0.41
C -3.30 -1.54 -0.46
C -3.61 -2.85 -0.42
C -2.59 -3.85 -0.35
C -1.28 -3.53 -0.28
C -0.87 -2.16 -0.29
N 0.36 -1.77 -0.21
Si 1.94 -2.44 0.16
C 3.08 -2.12 -1.31
C 1.92 -4.28 0.56
C 2.63 -1.52 1.67
H -4.38 2.59 0.52
H -3.06 2.12 1.60
H -4.20 0.91 1.00
H -4.07 2.20 -2.57
H -3.99 0.44 -2.48
H -2.67 1.35 -3.23
H -1.87 3.85 -1.43
H -0.48 2.78 -1.50
H -1.04 3.42 0.05
H -4.07 -0.78 -0.51
H -4.65 -3.15 -0.45
H -2.87 -4.90 -0.35
H -0.52 -4.30 -0.22
H 2.62 -2.36 -2.27
H 3.97 -2.75 -1.21
H 3.42 -1.09 -1.34
H 1.67 -4.88 -0.32
H 1.21 -4.53 1.36
H 2.91 -4.59 0.89
H 2.86 -0.48 1.47
H 3.56 -2.01 1.97
H 1.94 -1.57 2.52
*
```

E = -56152.8759 eV
ΔE to the lowest compared entry with this formula, charge and spin = 29.23 kcal/mol
Kohn-Sham gap = 6.3 eV
HOMO level = -11.228 eV


Entry 5:
Formula: C20H23ClN4O3S
Source: the Open Molecules 2025 dataset
Level of theory: the ωB97M-V functional and the def2-TZVPD basis

The geometry in ORCA input format:
```
! RIJCOSX wB97M-V def2-TZVPD def2/J DEFGRID3
* xyz 0 1
O 0.52 3.41 -0.06
C 0.53 2.22 -0.32
C -0.65 1.59 -1.00
C -1.12 2.13 -2.19
C -2.26 1.63 -2.80
C -2.95 0.58 -2.20
Cl -4.36 -0.06 -2.92
C -2.50 0.05 -1.00
S -3.38 -1.30 -0.21
O -2.71 -1.56 1.04
O -3.52 -2.38 -1.13
N -4.88 -0.57 0.01
C -6.00 -1.50 0.06
C -6.11 -1.93 1.53
C -5.44 -0.79 2.32
C -4.95 0.19 1.24
C -1.36 0.55 -0.40
N 1.55 1.40 0.01
C 1.77 0.06 -0.49
C 3.02 0.06 -1.40
N 4.17 0.58 -0.69
C 4.98 -0.30 -0.03
C 6.06 0.11 0.78
C 6.86 -0.86 1.35
C 6.60 -2.20 1.12
C 5.52 -2.51 0.31
N 4.73 -1.60 -0.24
C 3.93 1.93 -0.23
C 2.70 1.95 0.69
H -0.59 2.95 -2.64
H -2.62 2.04 -3.73
H -5.79 -2.33 -0.62
H -6.89 -0.97 -0.27
H -7.15 -2.08 1.82
H -5.57 -2.86 1.69
H -4.59 -1.17 2.88
H -6.13 -0.30 3.01
H -3.97 0.61 1.46
H -5.67 1.01 1.09
H -1.05 0.12 0.54
H 1.95 -0.61 0.35
H 0.91 -0.28 -1.05
H 2.84 0.69 -2.27
H 3.24 -0.96 -1.71
H 6.27 1.15 0.94
H 7.70 -0.56 1.97
H 7.20 -2.98 1.56
H 5.25 -3.53 0.09
H 3.73 2.55 -1.11
H 4.80 2.33 0.29
H 2.91 1.35 1.59
H 2.46 2.98 0.99
*
```

E = -56573.9522 eV
ΔE to the lowest compared entry with this formula, charge and spin = 4.17 kcal/mol
Kohn-Sham gap = 8.4 eV
HOMO level = -8.003 eV


Entry 6:
Formula: C31H70ClN3O12P2S
Source: the Open Molecules 2025 dataset
Level of theory: the ωB97M-V functional and the def2-TZVPD basis

The geometry in ORCA input format:
```
! RIJCOSX wB97M-V def2-TZVPD def2/J DEFGRID3
* xyz 0 1
C 5.28 -0.21 2.51
C 3.90 0.67 2.35
C 3.73 0.98 0.74
C 2.12 0.88 0.41
C 1.51 2.42 0.66
C -0.02 2.47 0.07
C -1.12 3.17 1.09
C -2.51 3.38 0.19
C -3.86 2.91 1.00
C -5.27 3.19 0.15
C -5.59 4.72 -0.35
C -5.90 5.78 0.86
N -4.65 6.44 1.45
N -6.69 6.94 0.21
N -6.79 5.26 1.97
O -4.91 2.54 -1.16
S -5.11 0.85 -1.10
O -3.72 0.20 -0.85
O -5.85 0.25 -2.32
O -6.29 0.83 0.13
C -6.56 2.22 0.62
Cl -6.43 2.02 2.45
C -8.00 2.55 -0.09
C -9.31 1.99 0.71
C -9.88 0.57 0.04
C -11.10 -0.10 0.95
C -10.36 -0.65 2.33
C -11.32 -1.84 2.93
H 5.25 -1.11 1.74
H 6.21 0.52 2.31
H 5.32 -0.56 3.63
H 2.99 0.08 2.81
H 3.94 1.71 2.91
H 4.40 0.29 0.07
H 4.07 2.10 0.55
H 1.60 0.08 1.10
H 2.02 0.60 -0.74
H 1.62 2.75 1.78
H 2.17 3.12 -0.04
H -0.11 3.08 -0.96
H -0.44 1.38 -0.16
H -1.29 2.57 2.08
H -0.70 4.26 1.30
H -2.34 2.82 -0.84
H -2.60 4.53 -0.07
H -3.96 3.57 1.98
H -3.83 1.77 1.35
H -4.62 5.11 -0.90
H -6.46 4.81 -1.13
H -4.94 7.20 2.13
H -4.11 5.76 2.03
H -7.71 6.80 0.47
H -6.35 7.87 0.59
H -7.32 6.01 2.47
H -6.12 4.88 2.70
H -8.19 3.68 -0.33
H -7.98 1.99 -1.15
H -9.21 1.94 1.87
H -10.18 2.78 0.50
H -10.40 0.83 -1.01
H -9.00 -0.17 -0.17
H -11.98 0.66 1.17
H -11.61 -1.03 0.42
H -9.31 -1.09 1.96
H -10.23 0.27 3.05
H -12.40 -1.39 3.13
H -11.39 -2.67 2.09
H -10.88 -2.29 3.92
C 10.67 -4.27 5.66
C 10.29 -3.35 4.52
O 9.92 -4.08 3.37
P 8.46 -4.85 3.37
O 7.64 -3.56 3.12
O 8.48 -5.34 1.78
C 7.46 -4.93 0.88
C 7.88 -3.69 0.12
O 9.37 -6.29 3.65
C 8.73 -7.24 4.48
C 7.41 -7.72 3.90
H 9.79 -4.80 6.04
H 11.10 -3.69 6.50
H 11.39 -5.02 5.34
H 9.47 -2.68 4.82
H 11.15 -2.72 4.25
H 6.51 -4.79 1.41
H 7.29 -5.75 0.17
H 8.21 -2.89 0.79
H 7.06 -3.31 -0.49
H 8.73 -3.91 -0.53
H 8.56 -6.79 5.47
H 9.41 -8.09 4.61
H 6.68 -6.90 3.84
H 6.98 -8.51 4.51
H 7.56 -8.09 2.88
C 4.51 -0.05 -7.76
C 4.04 -1.41 -7.29
O 3.42 -1.33 -6.02
P 1.91 -0.67 -5.94
O 1.19 -1.92 -6.49
O 1.62 -1.01 -4.33
C 0.51 -1.81 -3.95
C 0.92 -3.27 -3.81
O 2.71 0.73 -5.31
C 2.12 1.96 -5.71
C 0.69 2.09 -5.22
H 3.66 0.59 -8.00
H 5.12 -0.14 -8.67
H 5.10 0.45 -6.99
H 3.36 -1.86 -8.02
H 4.90 -2.08 -7.19
H -0.32 -1.69 -4.66
H 0.16 -1.44 -2.99
H 1.43 -3.64 -4.70
H 0.06 -3.90 -3.62
H 1.63 -3.38 -2.98
H 2.17 2.05 -6.80
H 2.72 2.77 -5.28
H 0.04 1.34 -5.70
H 0.29 3.08 -5.46
H 0.62 1.92 -4.15
*
```

E = -104244.9328 eV
Kohn-Sham gap = 7.8 eV
HOMO level = -9.625 eV


Entry 7:
Formula: CH2Cl2N2
Source: the Open Molecules 2025 dataset
Level of theory: the ωB97M-V functional and the def2-TZVPD basis

The geometry in ORCA input format:
```
! RIJCOSX wB97M-V def2-TZVPD def2/J DEFGRID3
* xyz 0 1
C 0.60 -0.01 -0.86
N 1.11 0.91 -0.33
N -1.42 -0.57 0.17
Cl -0.65 -1.90 1.02
Cl -1.37 0.85 1.21
H 0.86 -0.70 -1.66
H 0.87 1.42 0.46
*
```

E = -29089.4732 eV
ΔE to the lowest compared entry with this formula, charge and spin = 96.45 kcal/mol
Kohn-Sham gap (spin up / spin down) = 8.2 / 8.2 eV
HOMO level (spin up / spin down) = -8.580 / -8.585 eV


Entry 8:
Formula: C4H12NO2
Source: the Open Molecules 2025 dataset
Level of theory: the ωB97M-V functional and the def2-TZVPD basis

The geometry in ORCA input format:
```
! RIJCOSX wB97M-V def2-TZVPD def2/J DEFGRID3
* xyz 1 1
O -1.26 -0.99 -0.98
C -0.23 -1.18 -0.42
C 0.61 -0.03 0.13
C 1.07 -0.37 1.57
C 2.62 -0.41 1.61
N -0.16 1.25 -0.02
H 0.32 -2.11 -0.21
H 1.53 0.14 -0.44
H 0.70 -1.39 1.82
H 0.65 0.34 2.27
H 3.12 -1.27 2.08
H 3.18 -0.53 0.67
H 2.84 0.40 2.31
H -0.66 1.67 0.79
H -0.89 1.13 -0.81
H 0.55 1.92 -0.31
H -2.92 0.33 -1.58
H -2.38 1.36 -2.60
O -2.38 1.12 -1.66
*
```

E = -9920.2602 eV
ΔE to the lowest compared entry with this formula, charge and spin = 45.42 kcal/mol
Kohn-Sham gap = 11.1 eV
HOMO level = -14.532 eV


Entry 9:
Formula: C3H12N2O
Source: the Open Molecules 2025 dataset
Level of theory: the ωB97M-V functional and the def2-TZVPD basis

The geometry in ORCA input format:
```
! RIJCOSX wB97M-V def2-TZVPD def2/J DEFGRID3
* xyz 0 1
N -0.78 -0.38 2.79
C -1.48 0.07 1.51
C -0.52 0.53 0.43
C 0.44 -0.51 -0.04
N 1.32 0.06 -1.13
H -1.24 0.14 3.53
H 0.13 0.09 2.76
H -2.01 -0.83 1.17
H -2.24 0.81 1.81
H 0.03 1.33 0.95
H -0.95 1.24 -0.29
H 1.20 -0.72 0.73
H 0.03 -1.40 -0.50
H 2.19 -0.46 -1.13
H 1.40 1.06 -1.12
O 0.78 0.01 -3.84
H 0.37 -0.58 -4.47
H 1.32 -0.44 -3.17
*
```

E = -8332.2769 eV
ΔE to the lowest compared entry with this formula, charge and spin = 24.10 kcal/mol
Kohn-Sham gap = 10.2 eV
HOMO level = -9.111 eV


Entry 10:
Formula: C4H6OS
Source: the Open Molecules 2025 dataset
Level of theory: the ωB97M-V functional and the def2-TZVPD basis

The geometry in ORCA input format:
```
! RIJCOSX wB97M-V def2-TZVPD def2/J DEFGRID3
* xyz 0 1
C 1.50 -1.32 -0.02
C 0.63 -0.18 -0.15
O 1.34 0.80 0.12
C -0.83 0.07 -0.09
C -1.40 1.47 -0.04
S -1.86 -1.22 0.04
H 1.24 -1.66 1.04
H 1.37 -2.04 -0.83
H 2.68 -1.09 -0.13
H -1.13 1.94 -0.82
H -0.96 1.83 0.94
H -2.57 1.38 -0.06
*
```

E = -17125.3082 eV
ΔE to the lowest compared entry with this formula, charge and spin = 65.07 kcal/mol
Kohn-Sham gap = 7.6 eV
HOMO level = -9.014 eV


Entry 11:
Formula: C4H6LuO3
Source: the Open Molecules 2025 dataset
Level of theory: the ωB97M-V functional and the def2-TZVPD basis

The geometry in ORCA input format:
```
! RIJCOSX wB97M-V def2-TZVPD def2/J DEFGRID3
* xyz 0 2
O -0.68 0.74 -2.52
C -0.22 1.60 -1.74
O -1.23 1.49 -0.49
C -0.37 1.51 0.66
C 0.68 0.46 0.32
O -0.13 -0.80 0.28
C 0.67 -1.96 0.29
Lu -1.87 -0.49 -1.16
H -0.95 1.39 1.60
H 0.11 2.50 0.73
H 1.35 0.37 1.19
H 0.04 -2.82 0.04
H 1.49 -1.88 -0.45
H 1.11 -2.10 1.29
*
```

E = -44002.2124 eV
ΔE to the lowest compared entry with this formula, charge and spin = 61.02 kcal/mol
Kohn-Sham gap (spin up / spin down) = 6.0 / 5.0 eV
HOMO level (spin up / spin down) = -6.412 / -6.429 eV